i:
Below is 3 unconnected molecules or ions with the total composition C3H11NO3S, with properties calculated with the ωB97M-V functional and the def2-TZVPD basis.

Structure (ORCA input):
```
! RIJCOSX wB97M-V def2-TZVPD def2/J DEFGRID3
* xyz 0 1
O 0.971 0.663 -1.804
C 1.287 1.091 -0.568
C 0.022 0.752 0.118
C 0.156 0.037 1.562
S -1.371 0.123 2.398
N -0.929 1.830 0.031
H 1.492 2.123 -0.554
H -0.444 -0.116 -0.402
H 0.851 0.610 2.191
H 0.403 -1.006 1.379
H -1.871 -1.540 0.971
H -1.037 2.062 -0.956
H -1.825 1.578 0.480
H 2.130 0.541 -0.151
H 1.296 -0.627 -1.630
O 1.473 -1.616 -1.207
H 1.915 -2.010 -1.974
H -2.566 -2.611 0.040
O -1.952 -1.883 0.078
*
```

HOMO-LUMO gap: 0.18042 Eh
LUMO energy: -4.308 eV
Highest occupied orbital energy: -9.2 eV

=====

ii:
Below is 3 unconnected molecules or ions with the total composition C3H11NO3S, with properties calculated with the ωB97M-V functional and the def2-TZVPD basis.

Structure (ORCA input):
```
! RIJCOSX wB97M-V def2-TZVPD def2/J DEFGRID3
* xyz 0 1
O -1.614 2.927 -0.011
C -1.156 1.970 0.531
N -1.573 0.537 0.319
C -0.675 -0.584 0.594
C 0.846 -0.484 -0.151
S 1.903 -1.924 -0.004
H -0.259 1.917 1.325
H -1.942 0.442 -0.672
H -1.244 -1.464 0.261
H -0.697 -0.917 1.681
H 1.258 0.498 0.350
H 0.755 -0.255 -1.179
H 3.121 -1.450 -0.128
O 1.315 2.571 -0.168
H 2.171 3.136 -0.263
H 0.576 2.955 0.010
O -1.154 -3.304 -0.499
H -1.391 -3.080 -1.450
H -0.240 -3.490 -0.546
*
```

HOMO-LUMO gap: 0.35926 Eh
LUMO energy: 0.560 eV
Highest occupied orbital energy: -9.2 eV

=====

If we sort the structures by their calculated energies, the order from most to least stable is ii, i.

=====

i:
Below is 9 unconnected molecules or ions with the total composition C5H30N2O8S, with properties calculated with the ωB97M-V functional and the def2-TZVPD basis.

Structure (ORCA input):
```
! RIJCOSX wB97M-V def2-TZVPD def2/J DEFGRID3
* xyz 0 1
C 0.754 0.991 -1.316
C -0.227 0.230 -0.600
C -1.647 0.491 -1.135
C -2.591 -0.619 -0.634
S -4.132 -0.059 -1.515
N -0.133 0.674 0.746
C 1.164 0.372 1.467
N 1.037 -1.064 1.983
H 0.425 2.079 -1.368
H 1.035 0.770 -2.428
H 1.681 1.235 -0.772
H 0.030 -0.773 -0.813
H -1.996 1.523 -0.748
H -1.607 0.393 -2.320
H -2.710 -0.541 0.524
H -2.133 -1.515 -0.752
H -3.792 -0.121 -2.764
H -0.985 0.618 1.259
H 2.074 0.418 0.751
H 1.469 1.075 2.237
H 2.009 -1.536 1.865
H 0.447 -1.043 2.864
O -2.803 4.030 -0.914
H -2.382 3.511 -1.522
H -3.534 3.587 -0.590
O -3.156 0.152 3.696
H -3.634 -0.612 3.492
H -2.262 -0.139 3.748
O -1.250 -3.423 -0.171
H -0.629 -3.401 -0.926
H -0.839 -4.129 0.433
O 3.019 3.961 1.009
H 2.935 3.058 1.324
H 2.068 4.174 0.843
O 4.441 -1.927 -1.623
H 4.075 -1.905 -0.766
H 4.134 -1.141 -2.098
O 1.366 -3.788 1.046
H 1.632 -3.867 0.119
H 0.740 -3.064 1.124
O -0.040 3.509 0.741
H -0.697 3.942 0.288
H -0.285 2.682 0.441
O 1.947 -3.189 -2.229
H 2.056 -2.208 -1.843
H 2.928 -3.411 -2.151
*
```

HOMO-LUMO gap: 0.32739 Eh
LUMO energy: -0.315 eV
Highest occupied orbital energy: -9.2 eV

=====

ii:
Below is 9 unconnected molecules or ions with the total composition C5H30N2O8S, with properties calculated with the ωB97M-V functional and the def2-TZVPD basis.

Structure (ORCA input):
```
! RIJCOSX wB97M-V def2-TZVPD def2/J DEFGRID3
* xyz 0 1
C 1.203 -3.776 0.177
N 0.467 -2.549 -0.108
C 0.213 -1.560 1.070
C -0.890 -0.504 0.763
N -0.322 0.788 0.302
C -1.664 -0.230 2.008
C -2.726 -1.279 2.230
S -4.404 -0.911 1.473
H 1.203 -4.127 1.244
H 0.730 -4.638 -0.375
H 2.256 -3.714 -0.002
H -0.361 -2.857 -0.289
H 1.268 -0.966 1.140
H -0.087 -2.185 1.916
H -1.589 -0.899 0.037
H 0.681 0.954 0.424
H -0.396 0.697 -0.692
H -1.092 -0.132 2.961
H -2.098 0.832 1.947
H -2.512 -2.331 1.867
H -2.988 -1.332 3.407
H -4.217 0.363 1.145
O 2.552 0.461 0.137
H 2.422 0.982 -0.669
H 2.573 -0.485 -0.004
O 2.169 1.703 2.521
H 1.859 0.901 1.992
H 3.064 1.523 2.399
O -0.522 -0.521 -3.342
H -0.109 -1.119 -3.973
H -0.073 0.265 -3.398
O -3.237 2.183 -2.112
H -2.671 1.429 -2.485
H -2.816 2.587 -1.366
O 2.062 2.832 -0.753
H 2.429 3.658 -0.385
H 1.538 2.683 0.045
O 1.204 -2.498 -3.098
H 0.480 -2.593 -3.613
H 0.804 -2.470 -2.128
O 1.076 4.119 1.285
H 0.157 4.269 1.223
H 1.300 3.733 2.141
O 0.284 1.988 -2.572
H -0.273 2.713 -2.359
H 1.053 2.009 -2.130
*
```

HOMO-LUMO gap: 0.34003 Eh
LUMO energy: 0.260 eV
Highest occupied orbital energy: -9.0 eV

=====

If we sort the structures by their calculated energies, the order from most to least stable is ii, i.

=====

i:
Below is a single C17H25N3O4S molecule, with properties calculated with the ωB97M-V functional and the def2-TZVPD basis.

Structure (ORCA input):
```
! RIJCOSX wB97M-V def2-TZVPD def2/J DEFGRID3
* xyz 0 1
O -4.528 -0.825 0.402
N -3.941 -1.810 -0.010
O -4.492 -2.813 -0.427
C -2.519 -1.785 -0.012
C -1.790 -2.892 -0.451
C -0.422 -2.861 -0.429
C 0.302 -1.738 0.047
N 1.653 -1.784 0.185
C 2.265 -1.302 1.416
C 3.773 -1.063 1.361
C 4.228 -0.169 0.208
C 4.495 -0.958 -1.071
C 3.222 -1.533 -1.681
C 2.480 -2.509 -0.754
C -0.468 -0.602 0.398
S 0.250 1.041 0.612
O 0.510 1.309 1.999
O 1.359 1.136 -0.302
N -1.019 2.002 0.127
C -1.244 3.218 0.882
C -0.338 4.352 0.403
C -0.539 4.574 -1.094
C -0.260 3.276 -1.848
C -1.151 2.158 -1.307
C -1.840 -0.637 0.387
H -2.323 -3.772 -0.778
H 0.112 -3.749 -0.725
H 2.070 -2.053 2.199
H 1.782 -0.378 1.723
H 4.314 -2.012 1.324
H 4.031 -0.587 2.309
H 5.149 0.340 0.498
H 3.466 0.585 0.017
H 5.200 -1.768 -0.862
H 4.961 -0.297 -1.805
H 3.474 -2.055 -2.606
H 2.542 -0.714 -1.921
H 3.189 -3.148 -0.221
H 1.852 -3.144 -1.376
H -1.049 2.979 1.927
H -2.298 3.492 0.763
H -0.563 5.261 0.962
H 0.699 4.072 0.598
H 0.126 5.363 -1.450
H -1.569 4.891 -1.279
H -0.445 3.403 -2.916
H 0.781 2.984 -1.706
H -0.885 1.201 -1.761
H -2.204 2.369 -1.522
H -2.401 0.243 0.659
*
```

HOMO-LUMO gap: 0.28837 Eh
LUMO energy: -0.421 eV
Highest occupied orbital energy: -8.3 eV

=====

ii:
Below is a molecular structure, C17H25N3O4S, with properties calculated with the ωB97M-V functional and the def2-TZVPD basis.

Structure (ORCA input):
```
! RIJCOSX wB97M-V def2-TZVPD def2/J DEFGRID3
* xyz 0 1
C 0.843 2.836 5.098
C 1.611 2.786 3.919
C 2.812 1.813 3.762
N 3.060 1.507 2.374
C 2.348 0.598 1.693
C 1.109 0.217 2.574
C 0.242 -0.649 2.066
C 0.673 -1.476 0.734
C 1.818 -1.020 0.103
C 2.520 -0.005 0.597
H 3.449 0.159 0.314
H 2.142 -1.491 -0.769
C -0.282 -2.373 0.054
O -1.121 -3.173 1.030
N -0.272 -2.629 -1.175
H 0.095 -1.812 -1.596
C -1.339 -3.357 -1.868
H -0.964 -3.568 -2.757
C -2.781 -3.144 -1.796
N -3.106 -1.730 -2.383
C -2.506 -0.551 -1.883
C -3.361 0.683 -2.357
H -3.040 1.531 -2.056
O -3.101 0.724 -3.786
C -3.223 -0.807 -4.554
C -2.745 -1.818 -3.933
H -3.039 -2.551 -4.481
H -1.619 -1.820 -3.993
H -3.133 -0.358 -5.525
H -4.552 -0.647 -4.484
H -4.384 0.403 -2.382
H -2.752 -0.579 -0.863
H -1.555 -0.400 -1.938
H -3.325 -3.679 -2.298
H -3.039 -2.780 -0.760
H -1.344 -4.585 -1.087
H -0.472 -1.317 2.453
H 0.648 0.626 3.677
S 4.049 2.457 1.504
O 4.929 1.662 0.870
O 4.481 3.568 2.275
C 2.788 3.408 0.585
H 2.411 4.145 0.948
H 2.206 2.684 -0.085
H 3.564 3.687 -0.401
H 2.785 1.070 4.333
H 3.728 2.610 3.935
H 1.424 3.635 3.071
H 0.164 3.363 5.209
H 1.157 2.149 6.031
*
```

HOMO-LUMO gap: 0.31024 Eh
LUMO energy: -0.080 eV
Highest occupied orbital energy: -8.5 eV

=====

If we sort the structures by their calculated energies, the order from most to least stable is i, ii.

=====

i:
Below is 2 unconnected molecules or ions with the total composition CH3IOS2, with properties calculated with the ωB97M-V functional and the def2-TZVPD basis.

Structure (ORCA input):
```
! RIJCOSX wB97M-V def2-TZVPD def2/J DEFGRID3
* xyz 0 1
C 1.283 0.197 -0.055
O 0.605 -0.578 0.953
S -0.353 -1.893 0.838
S -2.653 -0.508 -1.123
I -3.148 1.408 0.191
H 0.579 0.430 -0.796
H 2.157 -0.229 -0.434
H 1.530 1.173 0.426
*
```

HOMO-LUMO gap (spin up / spin down): 0.26716 / 0.23538 Eh
LUMO energy (spin up / spin down): -1.557 / -2.458 eV
Highest occupied orbital energy (spin up / spin down): -8.8 / -8.9 eV

=====

ii:
Below is 2 unconnected molecules or ions with the total composition CH3IOS2, with properties calculated with the ωB97M-V functional and the def2-TZVPD basis.

Structure (ORCA input):
```
! RIJCOSX wB97M-V def2-TZVPD def2/J DEFGRID3
* xyz 0 1
C -0.335 -0.687 0.520
O -1.534 1.525 -0.152
S -1.535 -0.433 1.891
S -1.809 0.119 -0.065
I 0.713 0.979 -2.370
H 0.739 -0.370 0.750
H -0.391 -1.747 -0.020
H -0.749 1.376 -2.051
*
```

HOMO-LUMO gap: 0.35740 Eh
LUMO energy: 0.143 eV
Highest occupied orbital energy: -9.6 eV

=====

If we sort the structures by their calculated energies, the order from most to least stable is ii, i.

=====

i:
Below is a single C2H8N2S molecule, with properties calculated with the ωB97M-V functional and the def2-TZVPD basis.

Structure (ORCA input):
```
! RIJCOSX wB97M-V def2-TZVPD def2/J DEFGRID3
* xyz 0 1
C -0.811 0.972 0.811
C -0.003 0.692 -0.442
N 0.885 -0.478 -2.835
N 0.839 -1.793 -0.011
S -0.253 -0.998 -1.065
H -0.445 0.380 1.646
H -0.741 2.024 1.067
H -1.858 0.730 0.645
H 1.069 0.788 -0.276
H -0.289 1.337 -1.270
H 0.520 -1.181 -3.479
H 1.752 -1.908 -0.447
H 0.470 -2.697 0.268
*
```

HOMO-LUMO gap: 0.31431 Eh
LUMO energy: 0.550 eV
Highest occupied orbital energy: -8.0 eV

=====

ii:
Below is a molecular structure, C2H8N2S, with properties calculated with the ωB97M-V functional and the def2-TZVPD basis.

Structure (ORCA input):
```
! RIJCOSX wB97M-V def2-TZVPD def2/J DEFGRID3
* xyz 0 1
C -0.862 -1.295 1.805
S -0.870 -2.312 0.316
H -1.737 -0.804 2.226
H -0.468 -1.853 2.669
H -0.078 -0.531 1.679
N 0.386 -0.319 -1.425
C 0.109 0.855 -0.981
N 0.960 1.923 -1.088
H 1.310 -0.379 -1.834
H -0.265 -1.263 -0.703
H -0.613 0.980 -0.183
H 0.733 2.743 -0.536
H 1.396 2.255 -1.945
*
```

HOMO-LUMO gap: 0.28833 Eh
LUMO energy: 0.433 eV
Highest occupied orbital energy: -7.4 eV

=====

iii:
Below is a single C2H8N2S molecule, with properties calculated with the ωB97M-V functional and the def2-TZVPD basis.

Structure (ORCA input):
```
! RIJCOSX wB97M-V def2-TZVPD def2/J DEFGRID3
* xyz 0 1
C -0.172 -0.829 1.416
S -0.666 0.168 -0.511
C 1.045 0.491 -1.204
N -1.471 1.485 -0.304
N -1.617 -0.787 -1.277
H -0.424 -0.051 2.102
H -0.890 -1.660 1.396
H 0.892 -1.039 1.270
H 1.706 -0.330 -1.732
H 1.070 1.362 -1.971
H 1.434 0.769 -0.318
H -1.026 2.228 0.270
H -1.456 -1.053 -2.244
*
```

HOMO-LUMO gap: 0.33569 Eh
LUMO energy: 0.411 eV
Highest occupied orbital energy: -8.7 eV

=====

If we sort the structures by their calculated energies, the order from most to least stable is ii, i, iii.

=====

i:
Below is 2 unconnected molecules or ions with the total composition C4H12NO3, with properties calculated with the ωB97M-V functional and the def2-TZVPD basis.

Structure (ORCA input):
```
! RIJCOSX wB97M-V def2-TZVPD def2/J DEFGRID3
* xyz -1 1
C 1.386 -0.554 -0.749
C 0.417 -0.872 0.379
C 1.057 -0.742 1.738
O 0.278 -1.275 2.800
N -0.851 -0.136 0.358
C -0.747 1.352 0.211
O -0.557 1.772 -1.064
H 1.164 -1.110 -1.634
H 2.443 -0.733 -0.515
H 1.351 0.458 -1.117
H 0.073 -1.912 0.303
H 1.958 -1.364 1.700
H 1.475 0.247 1.979
H -0.639 -1.039 2.601
H -1.368 -0.409 -0.476
H -1.709 1.670 0.651
H 0.099 1.711 0.822
H -1.294 1.169 -2.194
H -2.720 0.951 -2.747
O -1.814 0.816 -3.045
*
```

HOMO-LUMO gap: 0.27185 Eh
LUMO energy: 3.787 eV
Highest occupied orbital energy: -3.6 eV

=====

ii:
Below is 2 unconnected molecules or ions with the total composition C4H12NO3, with properties calculated with the ωB97M-V functional and the def2-TZVPD basis.

Structure (ORCA input):
```
! RIJCOSX wB97M-V def2-TZVPD def2/J DEFGRID3
* xyz -1 1
C 1.304 -0.466 -0.766
C 0.282 -0.922 0.242
C 0.967 -0.972 1.612
O 0.271 -1.279 2.782
N -0.964 -0.133 0.248
C -0.736 1.408 0.298
O -0.779 1.930 -0.961
H 0.892 -0.436 -1.738
H 2.260 -0.954 -0.876
H 1.552 0.480 -0.574
H -0.116 -2.045 0.075
H 1.665 -1.898 1.584
H 1.797 -0.177 1.822
H -0.442 -0.609 2.988
H -1.421 -0.241 -0.675
H -1.450 1.745 0.940
H 0.252 1.754 0.661
H -1.378 1.517 -2.126
H -2.069 0.268 -2.517
O -1.884 1.031 -3.017
*
```

HOMO-LUMO gap: 0.26789 Eh
LUMO energy: 3.546 eV
Highest occupied orbital energy: -3.7 eV

=====

iii:
Below is 2 unconnected molecules or ions with the total composition C4H12NO3, with properties calculated with the ωB97M-V functional and the def2-TZVPD basis.

Structure (ORCA input):
```
! RIJCOSX wB97M-V def2-TZVPD def2/J DEFGRID3
* xyz -1 1
C -0.514 -0.178 -0.311
C -1.882 -0.421 0.299
C -1.917 -1.302 1.534
O -0.975 -1.002 2.538
N 0.268 0.566 0.690
C 1.717 0.761 0.194
O 1.704 1.350 -0.998
H 0.101 -1.053 -0.464
H -0.607 0.432 -1.213
H -2.359 0.538 0.528
H -2.592 -0.918 -0.376
H -2.931 -1.394 1.951
H -1.729 -2.361 1.283
H -0.328 -0.377 2.109
H -0.171 1.478 0.798
H 2.245 1.348 0.960
H 1.988 -0.318 0.177
H 1.669 0.783 -2.612
H 0.652 0.004 -3.341
O 1.600 0.183 -3.406
*
```

HOMO-LUMO gap: 0.27026 Eh
LUMO energy: 3.744 eV
Highest occupied orbital energy: -3.6 eV

=====

If we sort the structures by their calculated energies, the order from most to least stable is i, iii, ii.